No. 1
46
Properties=species:S:1:pos:R:3:forces:R:3:lowdin_spin:R:1 method="wB97M-V/def2-TZVPD" multiplicity=4 charge=-1 gap_ev="6.278 / 5.488" relative_energy_kcal_mol=18.3 homo_energy_ev="-4.4 / -4.5"
Tc -0.317131 0.090780 -0.297620 0.49 -1.02 -0.06 1.62
Cl 2.753364 -5.380699 2.376913 0.29 -0.40 -0.09 0.00
C 1.990466 -3.850374 2.212110 -0.31 0.32 0.24 0.01
C 2.076170 -3.175390 1.003041 -0.19 0.25 -0.02 0.01
C 1.375206 -1.985539 0.853685 0.01 -0.16 1.06 0.01
N 1.255756 -1.227248 -0.295978 0.10 0.20 -0.60 0.04
C 2.292609 -1.024448 -1.135743 -0.17 -0.46 0.47 0.02
O 3.339861 -1.651717 -1.207260 0.03 0.14 -0.28 0.05
C 2.021713 0.192144 -1.962389 0.14 0.24 -0.34 0.02
C 2.555611 0.366377 -3.227336 0.02 0.02 0.15 0.00
C 2.187162 1.480821 -3.959114 -0.12 0.02 0.35 0.02
C 1.387424 2.437531 -3.345297 0.18 0.01 -0.06 0.00
C 0.957121 2.224435 -2.051043 -0.13 0.22 -0.13 0.02
N 1.203805 1.094295 -1.387280 0.60 0.29 -0.59 0.00
C 0.675112 -1.420382 1.956476 0.71 -0.81 -0.15 0.00
C 0.641388 -2.089624 3.171491 -0.04 0.26 -0.13 0.02
C 1.264366 -3.322201 3.276964 0.14 0.02 -0.53 0.01
Cl 1.033892 -4.235588 4.710796 0.04 -0.15 0.53 0.01
N 0.012239 -0.242258 1.641760 -0.37 0.67 0.13 0.03
C -0.593717 0.567346 2.561732 0.35 -0.59 -0.24 0.02
O -0.580205 0.448971 3.775366 -0.02 0.25 -0.06 0.05
C -1.277125 1.704819 1.874222 -0.40 0.28 -0.30 0.01
C -1.827439 2.743070 2.609963 0.08 0.01 -0.09 0.00
C -2.441531 3.794099 1.954992 0.06 -0.36 -0.25 0.01
C -2.532666 3.730289 0.570532 -0.05 0.03 0.25 0.00
C -1.975148 2.660797 -0.097647 0.00 -0.10 -0.25 0.02
N -1.325584 1.663736 0.517714 -0.62 1.46 1.07 0.02
H 2.640197 -3.590260 0.181431 -0.05 0.02 0.01 0.00
H 3.213327 -0.396460 -3.613403 -0.01 -0.09 -0.04 0.00
H 2.507120 1.599272 -4.982456 0.05 0.04 -0.08 0.00
H 1.079698 3.328214 -3.871131 0.02 0.08 0.01 0.00
H 0.354204 2.962206 -1.534762 -0.07 -0.09 -0.04 0.00
H 0.092637 -1.674135 4.001514 0.00 -0.06 0.01 0.01
H -1.765595 2.695584 3.685091 0.09 -0.08 0.09 0.00
H -2.860932 4.624253 2.500672 -0.06 0.07 0.07 0.00
H -3.045695 4.496650 0.014017 -0.03 0.08 -0.13 0.00
H -2.053519 2.584796 -1.173419 0.04 -0.09 -0.07 0.00
Se -2.283017 -1.368777 -0.128827 -0.66 -0.06 -0.71 0.00
Se -3.809060 -0.632560 1.294468 -0.63 0.60 0.68 0.02
Te -2.574747 -3.742947 2.998163 0.11 0.26 -0.51 0.69
Se -1.586587 -3.419504 0.798760 0.18 -1.34 0.45 0.23
F -1.242852 0.503980 -2.386497 0.18 0.41 0.58 0.02
B -1.221562 -0.654993 -3.318239 -0.13 -0.08 0.58 0.00
F -2.508761 -1.038566 -3.488768 -0.78 -0.17 -0.36 0.00
F -0.594353 -0.267738 -4.458020 0.40 0.37 -0.76 0.00
F -0.493218 -1.603056 -2.619644 0.53 -0.54 0.14 0.02


No. 2
39
Properties=species:S:1:pos:R:3:forces:R:3:lowdin_spin:R:1 method="wB97M-V/def2-TZVPD" multiplicity=4 charge=+2 gap_ev="4.813 / 6.932" homo_energy_ev="-15.3 / -15.4"
Mn -0.368336 -0.434708 -0.218630 0.38 0.10 0.11 3.39
O -1.466855 -4.185715 -0.317230 -0.05 0.13 0.07 -0.03
C -1.212296 -3.080547 0.049600 0.23 -0.17 -0.05 0.01
N -0.807985 -2.058160 -0.852621 -0.07 -0.02 0.06 -0.15
C -0.585212 -2.408889 -2.246738 -0.01 -0.04 -0.03 -0.01
C -0.158036 -1.160153 -2.946353 0.03 -0.05 -0.13 0.01
C 0.085297 -1.069544 -4.305321 -0.03 -0.02 0.11 0.00
C 0.490389 0.144173 -4.831435 0.00 0.01 0.00 0.01
C 0.654793 1.241285 -3.990107 -0.01 0.00 0.09 0.00
C 0.410072 1.088494 -2.646458 0.00 0.01 -0.11 0.01
N 0.001868 -0.091626 -2.139600 -0.14 0.02 0.06 -0.03
C -1.259367 -2.556979 1.443292 -0.07 -0.05 0.07 0.01
C -1.625259 -3.312035 2.532950 0.01 0.06 -0.10 0.00
C -1.615916 -2.696555 3.781887 0.01 0.00 0.00 0.01
C -1.231921 -1.368697 3.883706 0.03 0.06 -0.04 0.00
C -0.865409 -0.676088 2.740078 -0.04 -0.08 0.07 0.00
N -0.890041 -1.266153 1.541210 -0.17 0.02 -0.09 -0.02
H -1.523122 -2.803091 -2.656134 0.08 0.01 -0.02 -0.01
H 0.163822 -3.203070 -2.338606 -0.04 0.03 0.00 0.00
H -0.043529 -1.939238 -4.934215 -0.01 -0.02 -0.01 0.00
H 0.682407 0.238229 -5.891705 0.00 0.00 -0.01 0.00
H 0.974872 2.199599 -4.370978 0.01 0.02 -0.01 0.00
H 0.540212 1.903078 -1.947499 0.00 0.03 0.00 0.00
H -1.908927 -4.346573 2.393552 0.00 0.00 0.00 0.00
H -1.900530 -3.252076 4.665297 0.00 0.00 0.00 0.00
H -1.207107 -0.863909 4.838965 0.00 0.00 0.00 0.00
H -0.545074 0.356142 2.780544 0.00 0.02 0.02 0.00
F 0.822927 5.565211 2.113080 -0.01 0.08 0.02 0.00
C 1.031463 4.326884 1.739586 0.00 -0.13 -0.04 0.01
C -0.021524 3.574993 1.222149 0.23 -0.06 0.04 0.00
F -1.232411 4.074117 1.094075 -0.05 0.02 -0.01 0.00
C 0.263112 2.279264 0.849023 0.04 0.01 0.04 0.00
F -0.779897 1.497099 0.322065 -0.08 0.05 0.00 0.03
C 1.496629 1.670435 0.946220 -0.02 0.10 0.01 -0.02
S 1.782844 -0.000330 0.439020 -0.08 -0.08 -0.03 -0.19
C 2.528016 2.447750 1.465855 -0.16 0.06 -0.04 0.00
F 3.734177 1.926395 1.585115 0.09 -0.04 0.01 0.00
C 2.300058 3.763099 1.859445 -0.10 -0.10 -0.05 0.00
F 3.285797 4.477888 2.346917 0.01 0.01 0.01 0.00


No. 3
52
Properties=species:S:1:pos:R:3:forces:R:3:lowdin_charge:R:1 method="wB97M-V/def2-TZVPD" multiplicity=1 charge=-1 gap_ev="7.483 / 7.483" relative_energy_kcal_mol=0.0 homo_energy_ev="-5.6 / -5.6"
Pd -0.611601 -0.015280 0.349460 -0.10 0.15 -0.15 0.66
F -5.292212 2.761155 -1.112948 0.00 0.00 0.00 0.14
C -3.961228 2.751989 -1.144455 0.04 -0.02 0.05 -0.68
F -3.564026 2.432550 -2.371185 0.01 -0.03 -0.02 0.14
F -3.514179 3.971934 -0.853275 -0.02 0.02 -0.01 0.15
S -3.309825 1.566494 0.108676 -0.15 0.03 0.04 0.60
O -3.772189 2.084493 1.351604 0.02 0.01 0.05 -0.25
O -1.875589 1.607551 -0.163044 0.20 -0.02 -0.04 -0.43
N -4.006086 0.217373 -0.237236 -0.07 -0.10 -0.13 -0.29
S -3.422000 -1.100690 -0.864010 -0.01 0.04 0.01 0.62
O -4.052882 -2.239493 -0.287504 0.00 -0.01 -0.02 -0.25
O -1.978210 -1.113504 -1.033383 0.01 0.04 0.15 -0.35
C -4.021295 -1.069630 -2.609199 0.03 -0.06 0.06 -0.68
F -3.398378 -0.133291 -3.315655 0.02 0.04 -0.01 0.14
F -5.332070 -0.835918 -2.647702 -0.03 0.00 0.00 0.14
F -3.779463 -2.256139 -3.163496 -0.02 0.01 -0.02 0.14
Se 0.718725 1.311731 1.777400 0.05 -0.04 0.07 0.30
O 0.471896 -1.583453 0.824140 0.14 -0.05 -0.04 -0.23
C 1.323788 -1.912688 -0.106984 -0.37 -0.08 -0.07 -0.63
O 1.446925 -1.331046 -1.175657 0.12 -0.04 0.09 0.02
C 2.179249 -3.090199 0.257223 0.24 0.07 -0.04 -0.15
C 1.953478 -3.829875 1.409978 0.02 0.02 0.01 -0.03
C 2.836386 -4.835639 1.812774 -0.08 -0.02 -0.01 0.00
C 3.940412 -5.037087 1.027003 0.04 0.00 -0.09 -0.25
O 4.971294 -5.923458 1.209152 -0.05 -0.05 0.07 0.02
C 5.978972 -5.485842 0.302122 0.10 -0.05 0.00 -0.15
O 5.331640 -4.737238 -0.716603 0.01 -0.02 -0.09 0.02
C 4.160497 -4.311838 -0.133177 -0.02 -0.02 0.06 -0.21
C 3.297261 -3.338994 -0.554980 -0.10 -0.03 0.02 0.06
H 1.095026 -3.585823 2.019922 0.01 0.00 -0.01 0.12
H 2.684318 -5.397372 2.723587 0.00 0.00 0.00 0.12
H 6.464579 -6.353724 -0.139949 -0.01 0.00 -0.01 0.14
H 6.696418 -4.846178 0.830486 -0.09 0.01 0.01 0.12
H 3.447494 -2.757192 -1.452927 -0.01 0.00 0.01 0.12
S 5.404863 -2.793826 3.095714 0.03 0.08 0.05 0.63
C 4.818329 -1.575081 2.136125 0.00 -0.06 -0.06 -1.05
S 3.357945 -0.706430 2.515180 0.07 0.08 -0.04 0.98
C 3.539822 0.210779 1.046914 0.06 -0.03 0.14 -1.02
N 4.564898 -0.103101 0.340372 0.00 -0.04 0.02 0.03
N 5.293077 -1.098977 0.953568 -0.10 -0.03 0.04 -0.13
C 6.356971 -1.653418 0.180875 0.03 0.12 0.01 -0.21
C 6.210029 -1.705796 -1.200459 0.03 0.01 0.04 -0.03
C 7.222900 -2.244864 -1.973680 0.00 0.01 0.01 -0.08
C 8.380117 -2.726388 -1.377280 0.01 -0.01 -0.04 -0.10
C 8.529156 -2.642146 -0.001841 -0.02 0.02 0.04 -0.09
C 7.523715 -2.098171 0.786542 0.04 0.01 -0.05 -0.06
S 2.533356 1.560931 0.579804 -0.07 0.04 -0.10 0.42
H 5.303969 -1.325548 -1.647981 0.00 0.01 -0.02 0.11
H 7.099109 -2.299675 -3.047284 0.00 0.00 0.00 0.10
H 9.166656 -3.157042 -1.984230 0.00 0.01 0.00 0.10
H 9.438471 -2.993563 0.469447 0.00 0.00 0.00 0.10
H 7.639392 -2.021263 1.855255 0.00 -0.01 0.01 0.07


No. 4
49
Properties=species:S:1:pos:R:3:forces:R:3:lowdin_spin:R:1 method="wB97M-V/def2-TZVPD" multiplicity=6 charge=-2 gap_ev="4.573 / 5.485" relative_energy_kcal_mol=0.0 homo_energy_ev="-0.5 / -2.1"
Ru 1.480588 -0.651664 0.793382 -0.32 0.35 0.04 2.57
C 1.978991 2.250787 2.309859 0.02 0.01 0.02 0.01
N 0.885604 1.632121 1.557675 -0.11 -0.10 0.02 0.09
C -0.228962 1.314615 2.457857 -0.04 0.10 0.03 0.00
C -1.297188 0.481460 1.778272 0.05 -0.10 0.07 0.00
N -0.686424 -0.678906 1.152357 -0.21 -0.05 -0.27 0.04
C -1.505439 -1.623438 0.636075 0.11 0.14 0.05 0.01
C -2.893890 -1.537581 0.380880 -0.09 -0.01 -0.05 0.01
F -3.588666 -0.396893 0.622474 0.02 0.05 0.01 0.00
C -3.640405 -2.569179 -0.164081 0.04 -0.01 0.02 0.00
F -4.954620 -2.381163 -0.378665 -0.02 -0.01 -0.01 0.00
C -3.063222 -3.772427 -0.504976 0.01 0.06 0.04 0.01
F -3.789557 -4.772990 -1.039608 -0.01 -0.01 -0.02 0.00
C -1.705858 -3.914394 -0.270341 0.03 0.02 0.02 0.00
F -1.104185 -5.074332 -0.566424 -0.01 -0.02 -0.01 0.00
C -0.976474 -2.889130 0.284702 -0.05 -0.17 -0.04 0.01
F 0.323864 -3.135945 0.525865 0.04 0.03 -0.01 0.04
C 0.470560 2.484565 0.443429 0.10 0.06 0.01 0.01
C 1.443339 2.394085 -0.716986 0.02 -0.01 -0.03 0.02
N 1.370927 1.074855 -1.349064 0.02 0.09 -0.04 0.07
C 0.269251 0.728126 -2.121227 0.19 0.03 -0.13 0.02
C 0.000057 -0.633850 -2.332434 -0.13 -0.02 0.04 0.02
F 0.693234 -1.545830 -1.642835 0.08 -0.11 -0.18 0.03
C -0.997460 -1.095671 -3.161080 0.01 0.07 0.08 0.00
F -1.200080 -2.407605 -3.308351 0.02 -0.02 -0.03 0.00
C -1.820876 -0.195595 -3.814313 -0.01 -0.03 -0.07 0.02
F -2.783118 -0.623626 -4.646169 -0.03 -0.01 0.04 0.01
C -1.629132 1.150430 -3.596793 0.05 0.01 0.14 0.00
F -2.429959 2.043553 -4.199173 -0.01 0.01 -0.03 0.00
C -0.606930 1.599662 -2.774190 -0.15 -0.03 -0.03 0.01
F -0.515386 2.939795 -2.644724 0.08 0.01 -0.04 0.00
H 1.734121 3.294631 2.556316 -0.02 -0.01 0.05 0.00
H 2.903623 2.224095 1.735998 -0.01 0.03 -0.02 0.01
H 2.157661 1.704530 3.234237 0.02 -0.03 -0.02 0.00
H -0.683195 2.236754 2.857368 0.02 0.01 -0.01 0.00
H 0.193483 0.754839 3.292753 -0.01 -0.01 -0.01 0.00
H -1.857363 1.096912 1.065958 -0.02 0.01 0.01 0.00
H -2.016908 0.190248 2.554951 -0.01 -0.01 -0.02 0.00
H 0.393075 3.530332 0.780915 -0.03 -0.01 0.00 0.00
H -0.516889 2.176482 0.099995 0.01 0.00 -0.01 0.00
H 2.468196 2.493726 -0.364435 -0.03 -0.01 0.04 0.01
H 1.264363 3.201902 -1.425495 0.04 -0.01 -0.02 0.00
Se 6.039533 -2.429074 3.632670 0.00 -0.01 -0.04 0.30
Sb 4.564476 -0.548439 3.249375 0.09 -0.12 0.27 0.28
Se 2.187288 -1.531040 2.834356 0.29 -0.25 0.54 0.36
Se 3.600325 -0.021125 -0.038543 0.04 0.28 -0.83 0.16
Se 4.354921 0.986308 5.128069 -0.05 0.06 -0.02 0.26
S 3.048693 -0.010543 -3.235327 -0.05 0.08 0.20 0.28
C 2.666011 0.455627 -1.670554 0.02 -0.32 0.24 0.34


No. 5
41
Properties=species:S:1:pos:R:3:forces:R:3:lowdin_charge:R:1 method="wB97M-V/def2-TZVPD" multiplicity=1 charge=+3 gap_ev="4.978 / 4.978" homo_energy_ev="-18.6 / -18.6"
Ta 6.084166 12.110322 10.776546 -0.98 -2.47 1.90 2.11
C 4.836732 8.701433 12.206450 0.51 -0.06 -0.36 0.04
C 5.765781 7.655262 11.782863 -0.73 2.32 -1.28 0.10
C 6.469061 7.894490 10.594984 0.16 0.04 0.07 0.08
C 6.476018 9.183291 9.992536 0.19 0.07 0.30 -0.25
N 5.587735 10.146560 10.445699 -0.87 0.22 -0.46 -0.11
C 4.621970 9.794070 11.385049 0.17 -0.43 0.69 -0.12
N 7.326050 9.471992 8.968882 0.26 1.67 -0.13 0.22
C 7.635538 10.679842 8.586802 0.52 -2.20 -0.95 -0.19
N 7.261843 11.891032 9.233758 0.04 0.74 1.75 -0.07
C 7.645037 13.007753 8.443762 0.37 1.54 -2.18 -0.21
N 7.289953 14.283473 8.520105 -0.15 -1.58 1.92 0.22
C 6.334976 14.647045 9.409693 -1.12 -0.55 -0.11 -0.23
C 6.079099 15.992362 9.801365 0.24 0.91 -0.06 0.08
C 5.045702 16.371076 10.666673 -0.09 -1.88 -0.66 0.09
C 4.241985 15.292586 11.230162 0.81 -0.34 -0.20 0.08
C 4.360217 14.000083 10.694725 0.35 2.80 1.06 -0.16
N 5.387848 13.676470 9.854439 1.01 1.36 -1.52 -0.15
C 8.385349 12.511050 7.328070 0.15 -1.20 -1.17 -0.07
C 8.911828 13.189285 6.207596 0.27 -0.36 0.38 0.08
C 9.385317 12.402633 5.122473 -0.23 2.81 0.37 0.01
C 9.297296 11.045803 5.139151 0.47 -1.59 0.21 0.02
C 8.811335 10.333393 6.259708 0.32 0.75 0.28 0.07
C 8.348769 11.053755 7.353744 -0.20 1.31 -0.04 -0.05
H 4.298237 8.721292 13.159311 -0.22 -0.80 -0.54 0.15
H 5.776120 6.707877 12.277526 0.25 -0.38 0.36 0.14
H 7.096449 7.165145 10.060108 -0.37 0.15 0.60 0.16
H 3.646228 10.328011 11.391437 0.99 0.13 0.34 0.15
H 6.777774 16.718691 9.343142 -0.71 -0.25 0.29 0.16
H 4.716794 17.410024 10.786091 0.60 -0.32 0.36 0.16
H 3.576721 15.427062 12.088011 -0.31 0.34 -0.73 0.15
H 3.485877 13.414922 10.653093 -0.95 -1.26 0.43 0.13
H 9.030381 14.283892 6.213991 -0.22 -0.63 -0.09 0.15
H 9.830197 12.963091 4.276867 -0.32 -0.66 0.51 0.15
H 9.737494 10.488229 4.303516 -0.38 0.11 0.35 0.15
H 8.950002 9.278012 6.273465 -0.39 -0.72 0.07 0.13
F 6.114785 12.313776 16.718810 -1.65 0.66 -2.50 0.23
B 5.330042 12.617998 15.633590 1.07 0.35 1.97 -0.74
F 4.559734 11.723275 15.046994 0.15 -0.43 0.06 0.25
F 5.281986 13.843138 15.098090 0.40 -0.59 0.41 0.23
F 6.197374 12.028510 12.677771 0.61 0.44 -1.71 -0.35


no.,DFT total energy (eV)
1,-271017.4293
2,-81072.1296
3,-178988.3586
4,-331828.9234
5,-39383.7649